{"formula": "C18H25ClN3", "method": "ωB97M-V/def2-TZVPD", "elements": ["Cl", "N", "N", "N", "C", "C", "C", "C", "C", "C", "C", "C", "C", "C", "C", "C", "C", "C", "C", "C", "C", "C", "H", "H", "H", "H", "H", "H", "H", "H", "H", "H", "H", "H", "H", "H", "H", "H", "H", "H", "H", "H", "H", "H", "H", "H", "H"], "xyz": [[5.20479, 1.38849, -1.12140], [-2.54186, 0.51643, -0.59451], [-1.00291, 1.08350, 0.99568], [0.55208, -2.05137, -0.53494], [1.68540, -2.31258, 0.36907], [-0.54971, -3.05961, -0.37065], [1.47312, 2.47698, -0.23401], [3.71008, 1.62444, -0.28351], [-3.66594, 3.03771, -0.62288], [-0.75763, -3.62209, 1.02791], [-0.64550, -0.31316, 0.97493], [-2.58626, 2.77263, 0.19286], [2.67956, 2.32866, -0.89293], [1.04697, -2.14268, -1.92489], [0.05526, -0.65876, -0.35357], [-4.18963, 2.02923, -1.42406], [-0.08571, 1.98202, 1.67209], [-2.04217, 1.48183, 0.18620], [1.27941, 1.92896, 1.03113], [-3.58682, 0.79020, -1.36336], [2.33240, 1.25728, 1.64007], [3.54567, 1.10281, 0.99155], [-1.57406, -0.88314, 1.05673], [4.36142, 0.58514, 1.47049], [1.50848, -3.11336, -2.09942], [-0.32849, -3.89816, -1.03396], [-0.68523, -0.44872, -1.13078], [-5.03480, 2.20505, -2.06754], [-0.47613, 2.99602, 1.62698], [-0.00238, -0.50457, 1.83498], [0.66710, 3.01557, -0.70963], [-1.46882, -2.58457, -0.71761], [2.06632, -3.31936, 0.20800], [-4.10406, 4.02407, -0.63055], [-3.94244, -0.04004, -1.96035], [1.38188, -2.21106, 1.40641], [0.07582, -4.24100, 1.34702], [-0.93803, -2.85573, 1.77324], [-2.19559, 3.54974, 0.82826], [-0.01836, 1.69122, 2.72653], [2.21084, 0.85683, 2.63607], [-1.63847, -4.25888, 0.99424], [2.48285, -1.59785, 0.16968], [2.82518, 2.75556, -1.87205], [0.90290, 0.01580, -0.48222], [1.78936, -1.36811, -2.11021], [0.22411, -2.01138, -2.62512]], "relative_energy_kcal_mol": 1.7, "e_lumo_ev": -2.226, "charge": 1}